[1]
{"formula": "C18H50O8S7", "method": "ωB97M-V/def2-TZVPD", "symbols": ["C", "C", "C", "O", "C", "H", "H", "H", "H", "H", "H", "H", "H", "C", "S", "O", "C", "H", "H", "H", "H", "H", "H", "C", "S", "O", "C", "H", "H", "H", "H", "H", "H", "C", "S", "O", "C", "H", "H", "H", "H", "H", "H", "C", "S", "O", "C", "H", "H", "H", "H", "H", "H", "C", "S", "O", "C", "H", "H", "H", "H", "H", "H", "C", "S", "O", "C", "H", "H", "H", "H", "H", "H", "C", "S", "O", "C", "H", "H", "H", "H", "H", "H"], "coordinates": [[0.628475, -3.599625, -0.100341], [-0.746279, -4.113970, 0.275739], [-1.262097, -4.864986, -1.001460], [-0.202619, -4.821313, -1.963462], [0.969101, -4.643641, -1.195767], [1.379016, -3.546934, 0.688344], [0.655719, -2.626178, -0.589979], [-1.377740, -3.354176, 0.736253], [-0.670941, -4.921205, 1.004308], [-2.109176, -4.327078, -1.427151], [-1.530347, -5.903332, -0.806577], [1.778325, -4.286494, -1.832714], [1.392509, -5.616910, -0.947607], [-2.707247, -2.198917, 4.363706], [-1.347065, -1.090530, 4.894376], [-0.725723, -0.675099, 3.568602], [-2.270066, 0.438009, 5.353010], [-2.345329, -3.193955, 4.104840], [-3.103981, -1.734335, 3.461015], [-3.489886, -2.259685, 5.119939], [-2.806852, 0.385086, 6.300195], [-2.950911, 0.733998, 4.554924], [-1.485634, 1.154054, 5.598051], [-0.834001, -1.856055, -3.318705], [0.726455, -2.341281, -4.175583], [0.513767, -2.413181, -5.711817], [1.574561, -0.747423, -3.726192], [-1.077797, -0.836863, -3.618552], [-0.666884, -1.816815, -2.242307], [-1.601579, -2.599845, -3.532440], [0.901191, 0.031811, -4.083235], [2.595063, -0.699924, -4.106198], [1.583624, -0.717877, -2.636634], [-5.227101, 2.758442, 1.392473], [-4.624783, 3.164014, -0.262934], [-3.985082, 1.886938, -0.787721], [-6.254170, 3.387979, -1.125452], [-5.882490, 3.531658, 1.793336], [-4.348420, 2.746590, 2.037369], [-5.798564, 1.833498, 1.314969], [-7.025677, 3.588664, -0.382089], [-6.577666, 2.497761, -1.664862], [-6.159067, 4.248159, -1.788140], [0.348572, 1.198292, 1.213034], [-0.934350, 1.250438, -0.148359], [-0.248812, 0.861016, -1.434880], [-1.835086, -0.250917, 0.538663], [0.742103, 0.191511, 1.353176], [-0.080583, 1.679055, 2.092122], [1.184986, 1.819816, 0.893336], [-1.358169, -1.184756, 0.241024], [-2.834074, -0.255418, 0.102645], [-1.944494, -0.208064, 1.622305], [1.562890, 3.252575, -2.974079], [0.393917, 4.633236, -3.477391], [0.224114, 4.613824, -4.985088], [-1.212925, 4.032431, -2.723086], [1.180579, 2.738116, -2.092461], [2.540974, 3.607746, -2.649575], [1.512669, 2.474377, -3.735651], [-1.843716, 4.913223, -2.843162], [-1.123828, 3.646278, -1.707685], [-1.624517, 3.262768, -3.376013], [3.754595, 0.986675, -0.854633], [4.961537, 1.205244, -2.201223], [4.109389, 1.390639, -3.446978], [5.574446, 2.874443, -1.625428], [2.988890, 1.758476, -0.776358], [4.281632, 1.075884, 0.095306], [3.286248, 0.002986, -0.887685], [4.761161, 3.598438, -1.575518], [6.388493, 3.224281, -2.260290], [6.093090, 2.820864, -0.668219], [4.045654, -0.638829, 4.660975], [3.673021, -0.274090, 2.861661], [5.040587, -0.401070, 2.138878], [2.745359, -1.854847, 2.575244], [3.388030, -0.157033, 5.384512], [5.055867, -0.286376, 4.869204], [4.031396, -1.723652, 4.766076], [1.790607, -1.783507, 3.096249], [3.319528, -2.722577, 2.900006], [2.557588, -1.950531, 1.505814]], "atomic_forces_ev_per_a": [[0.6, -1.3, -0.9], [-0.3, -0.8, 0.4], [-0.1, 1.3, -0.2], [-0.2, 0.3, 0.7], [1.5, 0.6, -0.9], [-0.2, -0.3, 0.2], [-0.4, 0.1, 0.0], [-0.4, -0.1, -0.4], [0.4, 0.2, 0.4], [-0.1, -0.2, -0.2], [-0.1, 0.0, 0.2], [-0.3, 0.5, -0.4], [-0.4, -0.3, 1.2], [-0.2, 0.7, 0.1], [-0.3, 0.6, -1.3], [-0.1, -0.5, 1.1], [0.1, -0.6, 0.7], [0.3, 0.2, 0.2], [0.0, 0.0, 0.0], [0.1, 0.0, 0.1], [-0.2, -0.6, 0.0], [0.3, 0.1, -0.1], [0.1, 0.1, -0.7], [0.4, 0.1, -0.4], [0.1, 0.2, -1.6], [0.1, 0.5, 2.9], [-0.8, -0.8, -0.2], [-0.3, -0.2, -0.2], [0.3, -0.2, 0.0], [0.1, 0.2, -0.2], [0.4, 0.2, -0.1], [-0.3, 0.0, -0.2], [0.0, 0.0, 0.0], [-0.3, 0.3, -0.2], [0.1, -1.0, -0.9], [-0.8, 1.2, 0.6], [0.1, 0.0, 0.6], [0.0, 0.2, -0.3], [-0.1, -0.5, -0.1], [0.3, -0.2, 0.2], [0.1, 0.2, 0.1], [0.5, -0.1, 0.0], [0.0, -0.2, 0.0], [0.0, 0.5, -1.1], [0.7, -1.4, 0.9], [-0.4, 0.0, 0.9], [-0.5, 0.5, -0.7], [-0.4, 0.0, 0.3], [-0.1, -0.5, 0.1], [-0.1, 0.1, -0.2], [0.5, 0.3, 0.0], [0.0, 0.2, -0.2], [0.4, 0.2, 0.0], [-1.4, -0.1, 0.4], [0.2, -0.6, -0.2], [0.1, -0.3, 1.6], [0.7, 0.0, -1.2], [-0.5, 0.2, 0.1], [0.0, 0.2, -0.9], [0.6, 0.4, -0.3], [-0.1, 0.0, 0.4], [0.1, 0.3, -0.1], [0.2, -0.2, 0.0], [0.4, 0.3, 0.9], [-1.4, 0.9, -0.4], [1.2, 0.0, 1.2], [0.3, -0.3, -0.1], [0.0, 0.1, -0.8], [0.4, -0.4, 0.0], [0.1, 0.1, -0.3], [0.0, -0.1, -0.1], [-0.4, -0.1, -0.6], [-0.5, -0.5, 0.3], [0.2, -0.1, -0.5], [2.1, -1.2, -0.2], [-2.4, 0.2, 1.2], [0.3, 0.6, -0.1], [-0.3, 0.0, -0.4], [0.0, 0.1, -0.4], [0.0, 0.1, 0.2], [0.0, 0.0, 0.1], [0.1, 0.2, 0.1], [0.1, 0.3, 0.0]], "lowdin_charge": [-0.1481, -0.1571, -0.1712, -0.1498, -0.2244, 0.0898, 0.0925, 0.0870, 0.1040, 0.1095, 0.1139, 0.1043, 0.1192, -0.2434, 0.8544, -0.6015, -0.2435, 0.0507, 0.0451, 0.0517, 0.0490, 0.0518, 0.0467, -0.2523, 0.8473, -0.5831, -0.2474, 0.0468, 0.0154, 0.0495, 0.0461, 0.0425, 0.0205, -0.2738, 0.8349, -0.5914, -0.2333, 0.0497, 0.0410, 0.0601, 0.0384, 0.0581, 0.0413, -0.2439, 0.8502, -0.5645, -0.2220, 0.0303, 0.0459, 0.0291, 0.0285, 0.0301, 0.0148, -0.2402, 0.8323, -0.5793, -0.2463, 0.0000, 0.0226, 0.0492, 0.0322, 0.0106, 0.0556, -0.2717, 0.8683, -0.5712, -0.2441, 0.0357, 0.0226, 0.0451, 0.0421, 0.0433, 0.0470, -0.2349, 0.8430, -0.5883, -0.2574, 0.0443, 0.0477, 0.0369, 0.0357, 0.0573, 0.0226], "charge": 0, "e_homo_ha": -0.2888, "relative_energy_kcal_mol": 24.04}

***

[2]
{"formula": "C38H70N2O18", "method": "ωB97M-V/def2-TZVPD", "symbols": ["O", "C", "O", "C", "C", "C", "H", "H", "H", "H", "H", "H", "O", "C", "O", "C", "C", "C", "H", "H", "H", "H", "H", "H", "O", "C", "O", "C", "C", "C", "H", "H", "H", "H", "H", "H", "O", "C", "O", "C", "C", "C", "H", "H", "H", "H", "H", "H", "O", "C", "O", "C", "C", "C", "H", "H", "H", "H", "H", "H", "O", "C", "O", "C", "C", "C", "H", "H", "H", "H", "H", "H", "C", "O", "H", "H", "H", "H", "C", "O", "H", "H", "H", "H", "C", "O", "H", "H", "H", "H", "C", "O", "H", "H", "H", "H", "C", "O", "H", "H", "H", "H", "C", "O", "H", "H", "H", "H", "N", "C", "C", "C", "C", "H", "H", "H", "H", "H", "N", "C", "C", "C", "C", "H", "H", "H", "H", "H"], "coordinates": [[1.227584, -5.766454, -1.886334], [1.549811, -4.733655, -2.388421], [1.664895, -3.633066, -1.568289], [2.271007, -2.553548, -2.263534], [2.786519, -3.105369, -3.597821], [1.882929, -4.341783, -3.839155], [3.059042, -2.234175, -1.574131], [1.598770, -1.705348, -2.419891], [3.803866, -3.477498, -3.489125], [2.744396, -2.394310, -4.419007], [2.459966, -5.169711, -4.244400], [0.918091, -4.263891, -4.339216], [-0.902478, -6.274574, 2.506062], [-1.536163, -5.703144, 1.652435], [-2.344317, -4.706296, 1.948056], [-2.637415, -3.891305, 0.823732], [-1.953583, -4.628591, -0.390592], [-1.553165, -6.023784, 0.163495], [-2.223438, -2.905447, 1.011468], [-3.664982, -3.766832, 0.476560], [-1.082832, -4.003437, -0.606575], [-2.562051, -4.662775, -1.289502], [-0.619772, -6.406935, -0.233826], [-2.347708, -6.736329, -0.059654], [-1.603989, -0.954117, -0.224529], [-0.743042, -0.197755, 0.152059], [-1.088851, 1.090610, 0.387956], [-0.076243, 1.852030, 1.052778], [1.163026, 0.974021, 1.029092], [0.733927, -0.353381, 0.401884], [-0.398819, 2.041338, 2.077250], [0.074592, 2.776525, 0.498639], [1.625131, 0.760091, 1.988430], [1.977113, 1.437483, 0.470340], [0.915982, -1.228757, 1.026588], [1.219667, -0.469548, -0.570062], [3.909410, 1.616959, 4.373983], [3.557851, 2.684635, 3.959661], [2.637736, 2.742701, 2.952555], [2.293109, 4.098587, 2.630662], [3.476647, 4.874382, 3.191206], [3.975925, 4.062956, 4.375650], [1.307062, 4.435774, 2.938863], [2.399441, 4.282958, 1.558628], [3.542081, 5.955634, 3.088732], [4.299219, 4.614963, 2.500969], [3.392200, 4.148859, 5.305442], [5.017088, 4.270481, 4.594923], [-7.850953, -2.329260, -1.007690], [-6.806448, -2.259194, -1.585488], [-5.647727, -2.133431, -0.870946], [-4.566007, -1.746027, -1.720019], [-5.100451, -1.499679, -3.100742], [-6.483768, -2.096937, -3.070717], [-3.906162, -2.607036, -1.874533], [-3.940145, -0.940409, -1.346467], [-4.388413, -1.899528, -3.828061], [-5.043170, -0.454801, -3.428610], [-6.410617, -3.120788, -3.458921], [-7.255518, -1.616648, -3.664373], [-0.255110, 3.592040, 4.619009], [-1.400515, 3.406238, 4.980961], [-1.775707, 3.460264, 6.244481], [-3.203723, 3.305030, 6.364483], [-3.576918, 2.521433, 5.113794], [-2.567430, 3.056721, 4.076639], [-3.736729, 4.260132, 6.402467], [-3.441188, 2.837565, 7.317321], [-4.590841, 2.797747, 4.819159], [-3.523585, 1.454070, 5.316593], [-2.937680, 3.985859, 3.646590], [-2.224004, 2.298871, 3.380897], [4.644630, -1.137822, 1.809974], [3.515057, -0.823170, 2.618322], [4.284408, -1.409121, 0.822514], [5.359449, -0.310783, 1.847490], [5.199878, -1.973267, 2.256911], [3.819796, -0.233692, 3.321313], [-1.522135, 6.404813, 1.497167], [-1.689381, 5.235758, 0.708330], [-0.833056, 6.285342, 2.336985], [-1.224570, 7.242082, 0.857250], [-2.492443, 6.672975, 1.918612], [-0.800592, 4.912655, 0.516287], [1.342588, 4.838765, -2.546534], [0.771860, 4.265420, -1.373356], [0.644873, 5.612228, -2.872644], [2.350832, 5.231701, -2.419356], [1.520866, 4.054553, -3.293548], [-0.125947, 4.012688, -1.606270], [0.451758, 0.210085, 4.589346], [-0.170844, 0.249366, 5.892574], [1.429929, 0.667109, 4.453370], [0.417482, -0.838719, 4.289304], [-0.257011, 0.744923, 3.936560], [0.326782, 0.912376, 6.386426], [4.931161, 1.928782, -0.269851], [4.143791, 0.890734, -0.820379], [4.324563, 2.323104, 0.546558], [5.836755, 1.571670, 0.234274], [5.228087, 2.664403, -1.017435], [4.409930, 0.585863, -1.689661], [1.530034, -3.992596, 1.983786], [0.578105, -2.999764, 2.377861], [2.467600, -3.537049, 1.676516], [1.793410, -4.647530, 2.821547], [1.094050, -4.660553, 1.240145], [-0.227715, -3.497984, 2.563313], [0.064740, 1.678143, -4.096308], [1.160144, 0.841344, -3.972216], [1.554521, 0.590858, -5.262128], [0.632309, 1.194443, -6.161974], [-0.185799, 1.999406, -5.393061], [-0.384515, 2.136263, -3.322784], [1.516598, 0.673694, -2.970070], [2.367604, -0.026916, -5.612175], [0.555367, 1.126048, -7.233992], [-0.960994, 2.686630, -5.684873], [-0.993679, -1.649935, -4.932469], [-1.376142, -2.418473, -6.008412], [-2.003779, -3.543766, -5.590720], [-1.954444, -3.523103, -4.166575], [-1.315086, -2.370456, -3.802364], [-0.415430, -0.833072, -5.044810], [-1.099508, -2.087055, -6.998718], [-2.537019, -4.325757, -6.105418], [-2.273035, -4.262906, -3.450834], [-0.938260, -2.042142, -2.843662]], "atomic_forces_ev_per_a": [[-0.1, -0.4, -0.6], [-0.2, 0.6, 0.7], [-0.3, -0.3, -0.8], [0.7, 0.4, 0.2], [-0.7, -0.5, -0.3], [0.6, -0.6, 1.5], [0.1, 0.3, -0.4], [-0.3, -0.3, 0.1], [0.1, 0.1, 0.0], [0.0, 0.2, 0.1], [-0.2, 0.0, -0.3], [0.1, 0.5, -0.3], [-0.3, 0.3, -0.3], [1.1, -2.3, 0.0], [-1.1, 1.1, 0.7], [0.3, -0.3, -2.3], [0.9, 0.6, 0.6], [-0.6, 1.6, -0.2], [0.1, 0.0, -0.1], [-0.5, -0.3, 1.3], [0.2, -0.4, -0.3], [-0.2, 0.0, 0.1], [0.1, 0.1, 0.2], [0.0, -0.1, 0.3], [0.8, -0.2, -0.1], [-0.6, 0.5, 0.0], [-0.6, 0.3, 0.0], [0.3, -0.5, 0.2], [1.1, -0.5, 0.1], [-0.1, 0.1, -0.3], [-0.1, 0.3, -0.1], [-0.1, 0.1, 0.1], [-0.4, 0.2, 0.2], [-0.2, 0.0, -0.2], [0.0, 0.0, -0.1], [-0.1, -0.3, 0.0], [0.2, 0.0, 0.2], [0.2, -0.6, -0.9], [-0.4, 0.4, 0.4], [1.1, 1.2, -0.7], [1.7, -0.5, -0.9], [-1.3, 0.7, 0.9], [-0.1, -0.6, 0.5], [-0.6, -0.7, -0.2], [-0.8, 0.1, 0.9], [-0.2, 0.1, -0.4], [0.1, 0.6, 0.0], [0.1, -0.6, 0.1], [-0.1, -0.6, -0.6], [0.1, 1.5, 0.5], [0.0, 0.3, -0.2], [1.2, -1.1, -0.5], [0.5, 1.4, -1.3], [0.0, -1.3, -0.2], [0.1, -0.1, 0.7], [-0.4, 0.1, 0.6], [-0.4, -0.7, 0.0], [-0.7, 0.2, 0.6], [-0.2, 0.0, 0.0], [-0.1, 0.2, 0.3], [-0.7, 0.0, 0.5], [1.1, 0.0, -1.4], [-0.2, 0.6, 1.2], [-0.3, -0.2, -0.1], [-0.8, 0.5, -0.2], [0.0, -0.6, 1.6], [0.5, 0.3, -0.2], [0.3, -0.4, -0.1], [-0.1, -0.4, 0.0], [0.2, 0.0, -0.3], [0.1, -0.2, -0.5], [-0.2, 0.3, -0.4], [0.1, -0.2, 1.2], [0.1, 0.1, -0.1], [0.2, 0.2, -0.1], [-0.1, 0.1, -0.7], [-0.2, -0.2, -0.2], [-0.3, 0.0, 0.0], [-0.5, 0.4, -0.2], [0.3, -0.1, 0.3], [0.1, -0.1, -0.1], [0.2, 0.0, 0.2], [0.0, -0.2, -0.1], [-0.1, 0.0, -0.1], [-0.2, -0.4, -0.5], [0.5, -0.1, 0.4], [0.4, 0.1, -0.5], [-0.3, 0.3, 0.8], [-0.5, 0.2, -0.2], [-0.1, 0.0, 0.1], [-1.9, -0.3, -0.4], [1.2, 0.6, 0.0], [0.1, -0.2, 0.5], [0.5, 0.1, -0.2], [0.4, -0.1, -0.2], [-0.3, -0.1, 0.2], [0.2, -0.4, 0.3], [-0.5, -0.4, 0.1], [-0.1, 0.5, -0.3], [0.1, -0.3, -0.3], [-0.2, 0.3, 0.1], [0.5, 0.3, 0.0], [-0.1, -0.6, 0.7], [0.1, -0.3, -0.2], [-0.3, 0.3, -0.4], [-0.1, 0.1, 0.2], [0.3, 0.2, -0.4], [0.0, 0.2, 0.2], [0.2, 0.8, 0.6], [-0.8, 1.1, -0.4], [0.2, -1.2, -0.6], [0.0, 1.2, 0.4], [-0.2, -1.3, -0.3], [0.0, -0.1, 0.1], [0.3, -0.4, -0.2], [0.0, -0.1, 0.3], [0.4, 0.0, 0.0], [-0.1, -0.1, 0.1], [-0.3, -1.6, -0.4], [0.4, 1.0, -1.0], [-0.5, -0.7, 1.0], [0.3, 0.4, 0.3], [0.7, 0.7, 0.4], [0.0, 0.0, 0.4], [-0.3, 0.0, 0.0], [0.3, 0.2, -0.6], [-0.2, -0.1, -0.2], [-0.4, 0.0, 0.1]], "lowdin_charge": [0.1239, -0.4528, -0.0012, -0.1813, -0.1219, -0.0444, 0.1204, 0.0867, 0.1152, 0.0977, 0.1208, 0.1126, 0.1100, -0.5216, 0.0400, -0.1267, -0.1242, -0.0429, 0.0978, 0.1151, 0.0992, 0.0821, 0.1025, 0.1258, 0.0921, -0.4429, 0.0218, -0.1353, -0.1342, -0.0360, 0.0968, 0.0910, 0.0795, 0.0951, 0.1078, 0.1008, 0.1172, -0.4639, 0.0036, -0.1549, -0.1468, -0.0681, 0.1038, 0.1200, 0.1223, 0.1146, 0.1412, 0.1290, 0.1223, -0.4582, 0.0244, -0.1721, -0.1752, -0.0654, 0.1034, 0.1174, 0.0996, 0.1162, 0.1309, 0.1234, 0.0812, -0.5040, 0.0469, -0.1408, -0.1361, -0.0466, 0.1244, 0.1265, 0.1142, 0.1220, 0.1300, 0.1108, -0.1438, -0.1300, 0.0626, 0.0712, 0.0760, 0.0422, -0.1592, -0.1267, 0.0732, 0.0768, 0.0768, 0.0361, -0.1356, -0.1414, 0.0873, 0.0804, 0.0660, 0.0641, -0.1177, -0.1222, 0.0646, 0.0796, 0.0576, 0.0704, -0.1452, -0.1350, 0.0678, 0.0724, 0.0808, 0.0759, -0.1257, -0.1252, 0.0702, 0.0836, 0.0671, 0.0607, 0.0048, -0.1263, -0.1268, -0.1064, -0.1242, 0.1364, 0.1025, 0.0914, 0.0959, 0.1132, 0.0504, -0.1475, -0.1064, -0.1228, -0.1439, 0.0858, 0.1071, 0.0936, 0.0818, 0.1034], "charge": 0, "e_homo_ha": -0.3128, "relative_energy_kcal_mol": 32.72}

***

The largest force on an atom results, record by record, are as follows: 2.9, 2.5 eV/A.
The Kohn-Sham gap results, record by record, are as follows: 7.61, 8.51 eV.